[1]
This record from OMol25 describes a cluster of 2 separate species, C3N2O2 in total at a distorted geometry. The level of theory is wB97M-V/def2-TZVPD.

## Properties
charge: 0
Kohn-Sham gap: 10.38 eV
ΔE to the lowest compared entry with this formula, charge and spin: 342.6 kJ/mol
HOMO: -10.789 eV

Last column: natural (NBO) charge in e.
Geometry (Å):
1 C -0.76382 0.68526 -0.22563  0.05
2 C 1.19980 -1.80539 -0.05768  0.49
3 C 0.49242 1.10578 0.03662  0.17
4 N 1.50533 1.58985 0.33580  -0.23
5 N -1.81297 0.28573 0.06797  0.30
6 O 2.31942 -1.89224 -0.20983  -0.48
7 O -2.94018 0.03101 0.05277  -0.30

=====

[2]
This record from OMol25 describes an isolated molecule of C21H23N3O4S. The level of theory is wB97M-V/def2-TZVPD.

## Properties
charge: 0
Kohn-Sham gap: 8.46 eV
ΔE to the lowest compared entry with this formula, charge and spin: 87.9 kJ/mol
HOMO: -8.432 eV

Last column: natural (NBO) charge in e.
Geometry (Å):
1 C -5.52947 -1.11519 1.97747  -0.26
2 O -5.14225 0.20117 1.64745  -0.54
3 C -5.47253 0.60813 0.34833  -0.07
4 C -4.59803 -0.02214 -0.75212  -0.27
5 N -3.19003 0.20239 -0.47950  -0.45
6 C -2.66016 1.42920 -0.76014  0.29
7 S -3.48952 2.63015 -1.52534  -0.21
8 N -1.36269 1.64920 -0.41830  -0.58
9 C -0.56507 0.73123 0.21527  0.28
10 C 0.75947 1.01457 0.54018  -0.27
11 C 1.53507 0.04300 1.14666  -0.05
12 C 2.96329 0.32991 1.50645  0.67
13 O 3.30122 0.48911 2.66434  -0.61
14 N 3.83819 0.37485 0.47344  -0.44
15 C 5.20402 0.75957 0.76246  -0.25
16 C 5.44829 2.25337 0.50003  -0.07
17 O 5.38715 2.59966 -0.86281  -0.72
18 C 3.45084 0.20979 -0.91718  -0.23
19 C 2.63088 -1.03273 -1.15613  -0.04
20 C 1.46461 -0.98220 -1.90728  -0.21
21 C 0.70825 -2.12306 -2.10671  -0.20
22 C 1.11564 -3.32937 -1.56449  -0.21
23 C 2.29114 -3.39309 -0.83565  -0.22
24 C 3.04634 -2.25223 -0.63581  -0.17
25 C 0.97844 -1.18848 1.49756  -0.20
26 C -0.32528 -1.47517 1.16447  -0.12
27 C -1.10475 -0.52694 0.50333  -0.22
28 C -2.47899 -0.84271 0.11191  0.69
29 O -2.98773 -1.93428 0.25679  -0.60
30 H -5.38217 -1.21115 3.05148  0.19
31 H -4.91510 -1.86133 1.46429  0.19
32 H -6.58568 -1.28399 1.73744  0.16
33 H -6.52446 0.38331 0.11898  0.17
34 H -5.33222 1.69214 0.34146  0.21
35 H -4.74666 -1.10202 -0.79363  0.24
36 H -4.85404 0.43055 -1.71181  0.24
37 H -1.00165 2.56958 -0.63517  0.43
38 H 1.17072 1.98686 0.31089  0.22
39 H 5.37667 0.56011 1.82256  0.25
40 H 5.88687 0.15085 0.16086  0.19
41 H 6.41614 2.53819 0.93270  0.17
42 H 4.66478 2.83482 0.99048  0.19
43 H 6.14208 2.21445 -1.32147  0.46
44 H 2.91315 1.09347 -1.27752  0.21
45 H 4.37450 0.13728 -1.49887  0.22
46 H 1.14354 -0.04198 -2.33296  0.21
47 H -0.20363 -2.06948 -2.68257  0.22
48 H 0.51996 -4.21707 -1.71214  0.22
49 H 2.61954 -4.33419 -0.42034  0.22
50 H 3.95819 -2.30147 -0.05804  0.21
51 H 1.58711 -1.91438 2.01244  0.23
52 H -0.77186 -2.42875 1.39841  0.24

=====

[3]
This record from OMol25 describes an isolated molecule of C6H12O. The level of theory is wB97M-V/def2-TZVPD.

## Properties
charge: 0
Kohn-Sham gap: 10.49 eV
ΔE to the lowest compared entry with this formula, charge and spin: 169.7 kJ/mol
HOMO: -9.406 eV

Last column: natural (NBO) charge in e.
Geometry (Å):
1 C 2.09498 -0.93735 -0.34381  -0.24
2 O 1.56400 -0.37521 0.83705  -0.54
3 C 0.36298 0.36169 0.91591  0.12
4 C 0.04639 1.63260 0.09257  -0.44
5 C -1.44773 1.22519 0.17348  -0.40
6 C -1.02234 -0.22210 0.53484  -0.24
7 C -0.99850 -1.19249 -0.64029  -0.61
8 H 3.06292 -1.34422 -0.04495  0.19
9 H 2.24624 -0.21924 -1.16007  0.16
10 H 1.52438 -1.77793 -0.74993  0.16
11 H 0.32988 0.63795 1.97588  0.19
12 H 0.33770 2.58729 0.54188  0.21
13 H 0.42233 1.59821 -0.93414  0.20
14 H -2.03312 1.33899 -0.74477  0.21
15 H -1.98296 1.72392 0.98883  0.21
16 H -1.56460 -0.67486 1.37316  0.20
17 H -1.91228 -1.78449 -0.70679  0.21
18 H -0.84515 -0.67848 -1.59626  0.20
19 H -0.18514 -1.89947 -0.51258  0.21

=====

[4]
This record from OMol25 describes a structure of composition C13H20BGeN6Ru. The level of theory is wB97M-V/def2-TZVPD.

## Properties
charge: +1
Kohn-Sham gap: 7.75 eV
HOMO: -12.029 eV

Last column: natural (NBO) charge in e.
Geometry (Å):
1 Ru -0.17168 0.00504 -0.32957  0.72
2 C -3.34861 -0.15179 2.71235  -0.34
3 C -2.95000 0.16521 1.41914  0.01
4 N -1.63626 -0.02647 1.27171  -0.39
5 N -1.17399 -0.46781 2.46500  -0.32
6 C -2.18181 -0.54677 3.34149  0.03
7 B 0.30586 -0.85209 2.63683  0.53
8 N 0.64526 -1.98031 1.63060  -0.30
9 C 1.13448 -3.21156 1.81938  0.03
10 C 1.25576 -3.83632 0.59211  -0.33
11 C 0.81704 -2.89302 -0.32944  -0.01
12 N 0.44639 -1.78321 0.31260  -0.22
13 N 1.18207 0.36700 2.23368  -0.29
14 C 2.08613 1.08034 2.91213  0.03
15 C 2.58948 2.06766 2.08231  -0.33
16 C 1.93938 1.87489 0.86960  -0.01
17 N 1.08766 0.85325 0.97745  -0.23
18 H -4.33611 -0.09784 3.13334  0.25
19 H -3.54023 0.52508 0.59123  0.22
20 H -2.00377 -0.87760 4.35101  0.24
21 H 0.53089 -1.19479 3.75595  -0.01
22 H 1.34978 -3.56199 2.81457  0.24
23 H 1.61023 -4.83140 0.39372  0.25
24 H 0.74300 -2.95532 -1.40213  0.23
25 H 2.30005 0.84588 3.94121  0.24
26 H 3.32481 2.81446 2.32093  0.25
27 H 2.03432 2.41362 -0.05885  0.23
28 C 0.53084 1.06691 -4.93034  -1.06
29 Ge -0.03853 0.99634 -3.07988  1.48
30 C -0.41164 2.73731 -2.25317  -1.07
31 C -1.66226 -0.07772 -2.73843  -1.03
32 C 1.04387 0.10977 -1.69982  -0.42
33 H -0.15080 1.67624 -5.52192  0.25
34 H 0.56381 0.06526 -5.35625  0.25
35 H 1.52718 1.50282 -4.99296  0.25
36 H -1.22579 3.22764 -2.78824  0.25
37 H 0.45414 3.39831 -2.25831  0.25
38 H -0.73646 2.62599 -1.21040  0.22
39 H -2.56960 0.48948 -2.94822  0.26
40 H -1.77766 -0.36507 -1.67479  0.18
41 H -1.68355 -1.01181 -3.29644  0.26
42 H 2.09633 -0.18565 -1.70916  0.18

=====

[5]
This record from OMol25 describes a structure of composition C4H6O2. The level of theory is wB97M-V/def2-TZVPD.

## Properties
charge: 0
Kohn-Sham gap: 11.35 eV
ΔE to the lowest compared entry with this formula, charge and spin: 68.0 kJ/mol
HOMO: -10.477 eV

Last column: natural (NBO) charge in e.
Geometry (Å):
1 C -0.71047 1.12790 0.58950  -0.61
2 C 0.26750 -0.02827 0.38453  -0.36
3 C -0.19533 -1.31638 -0.31193  -0.07
4 O 0.84554 -1.17083 -1.31836  -0.49
5 C 1.21398 0.04385 -0.81142  0.80
6 O 1.99124 0.82316 -1.26998  -0.54
7 H -1.71985 0.74895 0.77997  0.22
8 H -0.42053 1.74500 1.44394  0.22
9 H -0.74963 1.77767 -0.29044  0.23
10 H 0.83224 -0.24773 1.29671  0.24
11 H -1.18291 -1.25860 -0.77923  0.18
12 H -0.08291 -2.25116 0.24270  0.19

=====

[6]
This record from OMol25 describes a structure of composition C32H26F5IrN7. The level of theory is wB97M-V/def2-TZVPD.

## Properties
charge: 0
Kohn-Sham gap (spin up / spin down): 7.11 / 4.67 eV
HOMO (spin up / spin down): -7.744 / -7.479 eV
multiplicity: 2

Last column: Mulliken spin population.
Geometry (Å):
1 Ir -0.41134 -0.11458 -0.03588  0.44
2 C 2.37087 1.73919 -1.45797  0.00
3 C 1.45068 2.88720 -1.04573  0.00
4 C 0.86215 2.89397 0.35737  0.01
5 N 0.09185 1.75315 0.86947  -0.03
6 C -0.24060 1.81712 2.14722  -0.02
7 C 0.07643 2.95822 2.95008  0.06
8 C -0.24519 3.28912 4.24337  -0.03
9 C -0.90058 2.56966 5.24287  0.08
10 C -1.30201 1.26187 5.13446  -0.05
11 C -1.24149 0.40342 4.04039  0.11
12 C -0.87776 0.61352 2.70617  -0.06
13 N -1.06043 -0.34621 1.79335  0.05
14 C -1.87105 -1.53470 2.09621  0.00
15 C -2.61807 -2.10796 0.89003  0.00
16 C -1.71816 -2.89791 -0.03729  0.01
17 N -0.50356 -2.13481 -0.24895  0.07
18 C 0.62179 -2.71298 -0.64731  -0.07
19 C 0.62538 -4.04798 -1.11096  0.15
20 C 1.64412 -4.83937 -1.59470  -0.07
21 C 2.99404 -4.55460 -1.75471  0.15
22 C 3.62896 -3.37400 -1.41406  -0.09
23 C 3.11979 -2.22204 -0.84253  0.17
24 C 1.81038 -1.86708 -0.46907  -0.07
25 N 1.53355 -0.70761 0.13236  0.13
26 C 2.59447 0.18474 0.61647  0.00
27 C 3.28226 1.10477 -0.41245  0.00
28 H 2.98474 2.09410 -2.28857  0.00
29 H 1.77855 0.94348 -1.87605  0.00
30 H 0.68075 3.00989 -1.80666  0.00
31 H 2.03345 3.81475 -1.05811  0.00
32 H 0.24750 3.79522 0.45512  0.00
33 H 1.71377 3.03802 1.03478  0.00
34 H 0.61510 3.74112 2.44508  0.00
35 H 0.08526 4.28087 4.53463  0.00
36 H -1.05654 3.06710 6.19074  0.00
37 H -1.72114 0.81679 6.03032  0.00
38 H -1.56858 -0.60136 4.26104  0.02
39 H -2.61903 -1.25431 2.83517  0.00
40 H -1.22900 -2.30554 2.54217  0.00
41 H -3.08051 -1.29617 0.33714  0.00
42 H -3.42638 -2.74729 1.24871  0.00
43 H -2.21931 -3.13200 -0.98214  0.00
44 H -1.45767 -3.84373 0.45112  -0.01
45 H -0.34850 -4.51468 -1.14339  0.01
46 H 1.32980 -5.82378 -1.92251  0.00
47 H 3.60923 -5.32806 -2.19540  0.01
48 H 4.69058 -3.33719 -1.62959  0.00
49 H 3.85750 -1.45131 -0.68004  0.03
50 H 3.35774 -0.42863 1.10419  0.00
51 H 2.14215 0.77413 1.40904  0.01
52 H 4.02511 0.52501 -0.96444  0.00
53 H 3.84629 1.85451 0.15226  0.00
54 F -1.20050 1.80112 -2.66291  0.00
55 C -2.20992 1.78361 -1.77574  -0.05
56 C -2.16096 1.02678 -0.60037  0.11
57 C -3.27540 1.26715 0.20840  -0.04
58 F -3.41960 0.70160 1.43001  0.00
59 C -4.33724 2.09805 -0.11404  0.01
60 F -5.35871 2.23984 0.73665  0.00
61 C -4.34012 2.78394 -1.30787  0.00
62 F -5.34588 3.59195 -1.63497  0.00
63 C -3.25270 2.62438 -2.13801  -0.01
64 F -3.19480 3.30119 -3.28648  0.00
65 N -0.00235 -0.30877 -2.06285  0.00
66 C 0.33694 -0.76191 -3.07064  -0.01
67 C 0.84803 -1.25124 -4.25740  0.00
68 C -0.00356 -1.89898 -5.18368  0.00
69 N -0.71713 -2.42840 -5.91914  0.00
70 C 2.25011 -1.16332 -4.43283  0.00
71 N 3.39650 -1.11210 -4.56092  0.00

=====

Question: Which value of charge does entry 3 give?
Answer: 0

=====

Question: Look up the charge of the sixth one.
Answer: 0

=====

Question: Look up the charge of the sixth one.
Answer: 0